No. 1
Below is a cluster of 2 separate species, C7H10NO2 in total, with properties calculated with the ωB97M-V functional and the def2-TZVPD basis.

As for the relative energy (zero: lowest compared OMol25 entry of this formula, charge and spin): 113.6 kcal per mole. Its frontier orbital gap (spin up / spin down) is 0.2249 / 0.2269 hartree. Its net charge is +1. Its HOMO energy (spin up / spin down) is -13.7 / -13.7 eV.

XYZ file:
```
20
C7H10NO2 the ωB97M-V functional and the def2-TZVPD basis
C -3.72 -0.19 0.11
C 0.89 1.88 -0.30
C -3.24 0.06 -1.06
C 1.39 1.07 0.78
C -0.60 1.67 -0.64
C 0.88 -0.34 0.86
C -0.30 -0.58 -0.08
N -1.21 0.58 0.01
O -4.01 -0.26 1.24
O 1.38 2.86 -0.76
H -3.22 -0.20 -2.06
H 2.52 1.23 0.90
H 0.97 1.81 1.56
H -1.05 2.64 -0.42
H -0.75 1.56 -1.64
H 1.72 -0.88 0.59
H 0.58 -0.62 1.89
H 0.05 -0.59 -1.08
H -0.89 -1.55 0.28
H -1.65 0.73 0.93
```

No. 2
Below is a cluster of 4 separate species, C18H39BrF3N5O14P3 in total, with properties calculated with the ωB97M-V functional and the def2-TZVPD basis.

Its frontier orbital gap is 0.2352 hartree. Its net charge is +1. Its HOMO energy is -11.0 eV.

XYZ file:
```
83
C18H39BrF3N5O14P3 the ωB97M-V functional and the def2-TZVPD basis
O -1.22 -0.16 2.88
C -0.33 -0.48 2.24
N 0.59 -0.96 1.52
N 0.11 -1.03 0.22
N -1.01 -0.56 -0.17
N -1.15 -0.77 -1.46
C -0.02 -1.39 -1.83
C 0.30 -1.81 -3.25
C 1.08 -0.63 -3.92
O 0.38 -0.13 -5.05
C 1.23 0.62 -5.90
C 1.34 2.10 -5.52
F 0.22 2.79 -5.70
F 2.28 2.64 -6.33
F 1.75 2.33 -4.26
N 0.81 -1.57 -0.78
C 2.14 -2.21 -0.70
C 3.33 -1.34 -1.21
C 3.12 0.19 -1.12
Br 4.34 1.01 -2.44
H 0.97 -2.69 -3.21
H -0.59 -2.12 -3.81
H 2.13 -0.89 -4.14
H 1.13 0.21 -3.20
H 0.79 0.59 -6.91
H 2.24 0.18 -6.01
H 2.09 -3.11 -1.34
H 2.28 -2.51 0.35
H 3.61 -1.61 -2.24
H 4.19 -1.59 -0.57
H 2.12 0.54 -1.40
H 3.39 0.56 -0.12
C -1.59 -3.32 2.67
O -2.55 -4.35 2.83
P -3.71 -4.10 4.04
O -2.79 -4.37 5.21
O -4.55 -5.40 3.58
C -3.88 -6.62 3.27
O -5.04 -3.52 4.84
C -5.17 -3.76 6.24
H -1.07 -3.47 1.72
H -2.07 -2.34 2.65
H -0.86 -3.35 3.48
H -3.02 -6.78 3.92
H -3.57 -6.62 2.23
H -4.59 -7.43 3.42
H -4.46 -3.15 6.79
H -5.03 -4.82 6.47
H -6.18 -3.47 6.54
C -3.33 -0.48 7.72
O -2.99 0.10 8.99
P -3.34 -0.84 10.34
O -4.83 -0.63 10.32
O -2.57 0.19 11.32
C -2.76 1.60 11.18
O -3.23 -2.02 11.51
C -4.33 -2.24 12.37
H -2.84 0.09 6.94
H -2.99 -1.52 7.67
H -4.41 -0.45 7.57
H -3.79 1.83 10.90
H -2.07 1.99 10.44
H -2.54 2.06 12.14
H -5.15 -2.72 11.84
H -4.66 -1.31 12.82
H -3.99 -2.91 13.16
C 4.68 5.62 -12.83
O 5.02 6.24 -11.58
P 4.67 5.35 -10.19
O 3.18 5.57 -10.21
O 5.45 6.40 -9.25
C 5.27 7.81 -9.43
O 4.78 4.20 -8.99
C 3.68 4.02 -8.11
H 5.17 6.17 -13.63
H 5.02 4.59 -12.86
H 3.60 5.66 -12.98
H 4.24 8.04 -9.72
H 5.96 8.17 -10.19
H 5.50 8.30 -8.49
H 2.86 3.53 -8.63
H 3.36 4.98 -7.70
H 4.01 3.38 -7.31
```

No. 3
Below is the molecule C5H12OS2, with properties calculated with the ωB97M-V functional and the def2-TZVPD basis.

As for the relative energy (zero: lowest compared OMol25 entry of this formula, charge and spin): 30.9 kcal per mole. Its frontier orbital gap is 0.3290 hartree. The structure (SMILES) is CCSSCCCO. Its net charge is 0. Its HOMO energy is -8.2 eV.

XYZ file:
```
20
C5H12OS2 the ωB97M-V functional and the def2-TZVPD basis
C -0.47 -1.43 1.40
C -1.94 -1.94 1.25
O -2.18 -2.98 2.18
C 0.17 -0.63 0.28
S -1.09 0.67 -0.20
S -0.71 1.76 -1.76
C 0.97 2.54 -1.54
C 2.08 1.55 -1.86
H -0.66 -0.66 2.19
H 0.34 -2.06 1.80
H -2.71 -1.20 1.54
H -2.30 -2.24 0.25
H -2.16 -2.61 3.06
H 1.05 -0.04 0.57
H 0.46 -1.29 -0.57
H 1.01 3.04 -0.57
H 1.01 3.38 -2.25
H 3.02 1.96 -1.52
H 2.15 1.58 -2.95
H 1.96 0.62 -1.29
```

No. 4
Below is the molecule CH3FN2O, with properties calculated with the ωB97M-V functional and the def2-TZVPD basis.

As for the relative energy (zero: lowest compared OMol25 entry of this formula, charge and spin): 43.5 kcal per mole. Its frontier orbital gap is 0.3999 hartree. The structure (SMILES) is NC(=O)NF. Its net charge is 0. Its HOMO energy is -10.3 eV.

XYZ file:
```
8
CH3FN2O the ωB97M-V functional and the def2-TZVPD basis
C -0.29 0.61 -0.19
N 1.20 0.30 0.00
N -0.83 -0.64 -0.24
O -0.84 1.67 -0.21
F -2.22 -0.91 -0.03
H 1.37 -0.60 0.48
H 1.90 1.06 0.28
H -0.29 -1.50 -0.08
```

No. 5
Below is the molecule C8H9P, with properties calculated with the ωB97M-V functional and the def2-TZVPD basis.

As for the relative energy (zero: lowest compared OMol25 entry of this formula, charge and spin): 35.8 kcal per mole. Its frontier orbital gap is 0.3006 hartree. The structure (SMILES) is C=CC1=C[C@H]2P[C@H]2C=C1. Its net charge is 0. Its HOMO energy is -7.6 eV.

XYZ file:
```
18
C8H9P the ωB97M-V functional and the def2-TZVPD basis
C -2.12 0.60 -0.74
C -1.14 1.48 -0.03
C -1.92 -0.93 -0.55
C 0.00 0.91 0.51
C -0.57 -1.23 -0.19
C 0.42 -0.41 0.26
C 2.85 -0.01 0.11
C 1.82 -0.85 0.25
P -3.36 -0.27 0.50
H -2.74 1.14 -1.47
H -1.32 2.47 0.09
H -2.18 -1.71 -1.32
H 0.60 1.56 1.11
H -0.24 -2.22 -0.52
H 3.90 -0.25 0.19
H 2.71 1.07 -0.09
H 1.99 -1.79 0.58
H -2.27 -0.03 1.54
```

No. 6
Below is a structure of composition C40H23Cl7N2OPSTi, with properties calculated with the ωB97M-V functional and the def2-TZVPD basis.

Its multiplicity is 2. As for the relative energy (zero: lowest compared OMol25 entry of this formula, charge and spin): 0.0 kcal per mole. Its frontier orbital gap (spin up / spin down) is 0.2584 / 0.2663 hartree. Its net charge is 0. Its HOMO energy (spin up / spin down) is -8.0 / -8.3 eV.

XYZ file:
```
76
C40H23Cl7N2OPSTi the ωB97M-V functional and the def2-TZVPD basis
Ti -0.21 -0.86 -0.44
Cl -0.90 -1.00 2.75
C 0.73 -0.43 2.46
C 1.13 -0.25 1.15
C 2.39 0.31 0.98
Cl 2.87 0.75 -0.64
C 3.23 0.63 2.03
Cl 4.77 1.35 1.75
C 2.80 0.41 3.34
Cl 3.80 0.82 4.67
C 1.53 -0.11 3.56
Cl 0.95 -0.33 5.17
Cl 2.41 -2.29 -1.15
C 2.68 -1.56 -2.70
C 3.97 -1.50 -3.17
C 4.22 -0.92 -4.40
C 3.16 -0.41 -5.14
C 1.87 -0.48 -4.64
Cl 0.59 0.15 -5.64
C 1.58 -1.05 -3.40
S -0.08 -1.17 -2.82
H 4.78 -1.91 -2.57
H 5.23 -0.86 -4.79
H 3.33 0.05 -6.11
O -2.70 -2.07 -1.13
N -2.32 -0.79 -0.71
C -3.35 -0.05 -0.65
C -3.48 1.39 -0.37
C -4.82 1.81 -0.33
C -5.14 3.14 -0.10
C -4.13 4.06 0.09
C -2.81 3.65 0.05
C -2.46 2.32 -0.17
P -0.67 1.89 -0.17
C -0.19 2.60 1.45
C 1.06 3.18 1.66
C 1.42 3.61 2.93
C 0.56 3.46 4.00
C -0.69 2.87 3.80
C -1.06 2.45 2.53
C -0.01 3.03 -1.43
C 0.26 4.37 -1.18
C 0.71 5.20 -2.19
C 0.89 4.69 -3.47
C 0.62 3.36 -3.73
C 0.18 2.52 -2.72
H -2.05 -2.67 -0.70
H -4.29 -0.55 -0.87
H -5.60 1.09 -0.49
H -6.18 3.44 -0.07
H -4.36 5.10 0.27
H -2.03 4.38 0.22
H 1.76 3.29 0.84
H 2.40 4.06 3.08
H 0.85 3.78 4.99
H -1.36 2.74 4.63
H -2.03 2.00 2.40
H 0.13 4.78 -0.18
H 0.92 6.24 -1.98
H 1.25 5.34 -4.26
H 0.77 2.95 -4.73
H -0.01 1.48 -2.93
N -0.86 -10.42 2.87
C -0.80 -9.34 2.48
C -0.71 -7.98 2.00
C -0.53 -6.93 2.89
C -0.46 -5.64 2.42
C -0.56 -5.37 1.05
C -0.74 -6.44 0.16
C -0.82 -7.73 0.63
C -0.48 -4.02 0.58
C -0.38 -2.87 0.20
H -0.45 -7.14 3.95
H -0.32 -4.81 3.11
H -0.81 -6.23 -0.90
H -0.96 -8.56 -0.06
```

No. 7
Below is a structure of composition C3H4NdO3, with properties calculated with the ωB97M-V functional and the def2-TZVPD basis.

Its multiplicity is 4. As for the relative energy (zero: lowest compared OMol25 entry of this formula, charge and spin): 0.0 kcal per mole. Its frontier orbital gap (spin up / spin down) is 0.2244 / 0.2654 hartree. Its net charge is +3. Its HOMO energy (spin up / spin down) is -24.0 / -24.0 eV.

XYZ file:
```
11
C3H4NdO3 the ωB97M-V functional and the def2-TZVPD basis
C 1.23 0.30 0.28
O -1.09 -1.04 -0.62
C -0.52 -0.16 -1.27
C 0.44 0.13 1.49
O 0.80 0.21 -0.91
O -1.00 0.44 -2.24
H 2.25 0.68 0.33
H -0.50 0.67 1.36
H 0.57 -0.94 1.78
Nd -3.14 -1.02 -2.45
H 0.96 0.73 2.26
```

No. 8
Below is a structure of composition C20H25BCoF4N5O2S, with properties calculated with the ωB97M-V functional and the def2-TZVPD basis.

As for the relative energy (zero: lowest compared OMol25 entry of this formula, charge and spin): 4.2 kcal per mole. Its frontier orbital gap (spin up / spin down) is 0.2809 / 0.2809 hartree. Its net charge is 0. Its HOMO energy (spin up / spin down) is -7.7 / -7.7 eV.

XYZ file:
```
59
C20H25BCoF4N5O2S the ωB97M-V functional and the def2-TZVPD basis
Co 0.00 -0.02 -0.15
O -1.37 0.66 0.97
N -1.26 0.29 2.24
C -1.91 1.04 3.15
C -1.88 0.71 4.48
C -1.15 -0.42 4.87
C -0.49 -1.16 3.92
C -0.54 -0.80 2.57
S 0.22 -1.67 1.30
H -2.42 1.90 2.73
H -2.40 1.33 5.19
H -1.10 -0.70 5.91
H 0.10 -2.02 4.19
O 1.10 1.01 0.97
C 2.36 0.81 1.23
C 2.91 1.39 2.40
C 4.21 1.18 2.76
C 5.06 0.38 1.99
C 4.56 -0.18 0.84
C 3.24 0.03 0.44
C 2.77 -0.42 -0.85
N 1.51 -0.46 -1.27
C 1.52 -0.76 -2.62
C 2.80 -0.94 -3.01
N 3.58 -0.73 -1.89
H 2.25 2.01 3.00
H 4.59 1.64 3.67
H 6.08 0.20 2.29
H 5.21 -0.81 0.23
H 0.63 -0.72 -3.22
H 3.23 -1.16 -3.97
H 4.58 -0.70 -1.86
F -0.41 1.47 -1.45
B -1.26 1.74 -2.62
F -2.53 1.23 -2.34
F -1.28 3.09 -2.81
F -0.69 1.04 -3.69
C -1.48 -1.91 -4.49
C -1.86 -2.86 -3.36
N -2.81 -2.29 -2.41
C -4.23 -2.57 -2.64
C -4.89 -1.62 -3.64
C -2.40 -1.42 -1.46
C -3.44 -0.81 -0.58
N -1.14 -1.14 -1.30
H -0.65 -2.33 -5.07
H -1.20 -0.93 -4.12
H -2.32 -1.76 -5.17
H -0.97 -3.19 -2.82
H -2.31 -3.77 -3.76
H -4.76 -2.53 -1.69
H -4.30 -3.60 -2.99
H -4.70 -0.58 -3.38
H -5.97 -1.79 -3.67
H -4.50 -1.78 -4.65
H -3.75 -1.54 0.17
H -4.31 -0.49 -1.15
H -3.03 0.06 -0.08
H -0.55 -1.65 -1.95
```

| no. | electronic energy (eV) |
| --- | --- |
| 1 | -12993.88305 |
| 2 | -161462.09737 |
| 3 | -29096.34476 |
| 4 | -8828.38083 |
| 5 | -17727.22911 |
| 6 | -177776.19879 |
| 7 | -24559.43437 |
| 8 | -92707.35253 |